{"formula": "C4H38O16", "method": "ωB97M-V/def2-TZVPD", "charge": 0, "orbital_gap_ev": 10.14, "homo_ev": -10.05, "e_tot_ev": -37523.547, "e_lumo_ev": 0.085, "species": ["C", "O", "C", "C", "C", "O", "H", "H", "H", "H", "H", "H", "H", "H", "H", "H", "H", "H", "O", "H", "H", "O", "H", "H", "O", "H", "H", "O", "H", "H", "O", "H", "H", "O", "H", "H", "O", "H", "H", "O", "H", "H", "O", "H", "H", "O", "H", "H", "O", "H", "H", "O", "H", "H", "O", "H", "H", "O"], "positions_angstrom": [[-1.871955, 0.919419, -0.639945], [-2.969490, 0.241116, -1.361983], [-1.444525, -0.121421, 0.427812], [0.174689, -0.067236, 0.710175], [1.013804, -1.313669, 0.241565], [0.481097, 0.345728, 2.072886], [-2.257416, 1.859103, -0.177430], [-1.024265, 0.999601, -1.356838], [-3.502554, 0.778555, -1.978431], [-1.520576, -1.215046, 0.061274], [-1.962791, 0.015750, 1.372450], [0.623107, 0.862705, 0.111451], [1.376812, -1.745995, 1.108987], [1.601963, -1.109932, -0.716934], [0.293570, -2.025911, -0.207133], [0.494035, -0.558207, 2.662265], [1.496477, 2.725357, 1.621762], [1.138346, 3.367726, 0.285680], [1.863442, 3.261425, 0.906369], [-2.812928, -2.881912, 2.892872], [-2.840410, -1.823219, 1.753906], [-2.486677, -2.044951, 2.730928], [-0.693941, -2.093864, 2.767600], [-0.317855, -1.951788, 4.099585], [0.171526, -2.068055, 3.172982], [0.460795, 2.853840, -1.646359], [-0.598029, 4.165838, -1.174380], [-0.115285, 3.287574, -0.931223], [3.086087, 0.609711, -3.863963], [2.568771, 0.849174, -2.308957], [2.399995, 0.280119, -3.182342], [-3.715048, -1.043467, -0.528615], [-3.166882, -2.532472, -0.286928], [-3.613746, -1.804281, 0.177197], [-0.731083, 0.076132, 4.624457], [0.707698, -0.036691, 5.041722], [-0.179883, -0.312236, 5.228407], [2.428574, -2.897234, -3.822850], [2.088935, -1.627783, -3.035547], [2.025651, -2.602601, -3.023175], [-0.054598, 1.820972, -3.559915], [1.366816, 1.841918, -3.309263], [0.600349, 2.405091, -3.310972], [3.335794, 1.357474, -0.358620], [2.663953, 2.658133, -0.864894], [3.026951, 1.836874, -1.103363], [-1.075867, 0.886583, 2.705498], [-2.490426, 0.311529, 3.129994], [-1.822092, 0.949974, 3.441724], [0.529531, -3.042775, -2.148757], [-0.931918, -3.574233, -2.228699], [-0.423119, -2.861946, -1.959308], [3.294304, 2.077164, 1.634016], [2.527147, 0.728070, 1.956867], [3.285706, 1.118459, 1.444888], [-1.456208, -0.523182, -2.766930], [-0.269345, -1.197347, -3.119630], [-0.777014, -0.413663, -3.411936]], "atomic_forces_ev_per_a": [[-0.321, -1.440, 0.004], [-0.393, 0.260, -0.389], [3.034, -1.302, -0.551], [0.650, 3.003, -1.654], [-2.954, 1.253, -2.906], [-0.007, -2.527, 0.809], [0.681, -0.642, -0.613], [-0.811, 0.623, 0.590], [0.760, 0.138, 0.579], [-0.364, 2.235, 0.394], [-0.095, -0.203, -0.449], [-1.179, -1.854, 0.994], [1.801, -0.968, 1.143], [0.172, 0.021, 2.044], [0.282, 0.159, 0.767], [-0.199, 1.830, -1.326], [-0.198, 0.103, -0.237], [-0.925, 0.245, -0.349], [0.394, 0.452, 0.946], [-1.192, -2.799, 0.680], [0.633, -0.623, 2.389], [0.084, 3.361, -3.302], [-0.890, -0.360, -1.481], [2.450, 0.049, -1.740], [-1.200, 0.210, 3.147], [-1.707, 1.442, 0.012], [1.865, -2.655, -0.033], [-0.449, 1.623, -0.031], [-1.511, -0.841, 1.838], [0.201, -1.035, -1.608], [1.737, 1.712, -0.052], [0.702, -1.599, 1.668], [-0.312, 0.409, 0.053], [-0.866, 0.543, -1.435], [-2.549, 2.140, -2.595], [0.575, 0.258, -0.145], [1.852, -2.260, 3.259], [0.403, -0.345, -0.840], [0.221, 0.010, -0.094], [-0.335, 0.539, 0.914], [-2.533, -2.165, -0.851], [0.757, -0.678, -0.244], [1.782, 2.547, 0.807], [0.160, -0.486, 1.939], [-0.516, 1.363, 1.128], [0.370, -1.189, -3.466], [-1.536, 0.243, 2.087], [0.290, 0.305, 0.480], [1.218, -0.338, -2.068], [-0.678, -0.070, -0.190], [-1.273, -2.214, -0.966], [1.623, 1.980, 0.870], [-0.075, -0.776, -0.142], [0.742, 0.602, -0.779], [-0.135, -0.437, 1.123], [-1.497, 0.345, 0.680], [0.175, 0.315, -0.629], [1.085, -0.511, -0.179]], "mulliken_charge": [0.0497, -0.5923, 0.0392, 2.2050, -0.9178, -0.8350, 0.3226, -0.1695, 0.2609, -0.0596, -0.8269, -0.7647, 0.4722, 0.0015, 0.3425, 0.4728, 0.3172, 0.3662, -0.7880, 0.2312, 0.4566, -0.6387, 0.5029, 0.3943, -0.7165, 0.4206, 0.2461, -0.6958, 0.3012, 0.5436, -0.8452, 0.3667, 0.3177, -0.8359, 0.4399, 0.3116, -0.7105, 0.2946, 0.3052, -0.6374, 0.2614, 0.4247, -0.7474, 0.3874, 0.2716, -0.6365, 0.5954, 0.3418, -0.8206, 0.2993, 0.1978, -0.5280, 0.3639, 0.3385, -0.7389, 0.2850, 0.4333, -0.6768]}



{"formula": "C4H39N2O14", "method": "ωB97M-V/def2-TZVPD", "charge": 1, "orbital_gap_ev": 9.34, "homo_ev": -11.80, "e_tot_ev": -36422.374, "e_lumo_ev": -2.462, "species": ["N", "C", "C", "C", "O", "C", "N", "H", "H", "H", "H", "H", "H", "H", "H", "H", "H", "H", "H", "H", "H", "H", "O", "H", "H", "O", "H", "H", "O", "H", "H", "O", "H", "H", "O", "H", "H", "O", "H", "H", "O", "H", "H", "O", "H", "H", "O", "H", "H", "O", "H", "H", "O", "H", "H", "O", "H", "H", "O"], "positions_angstrom": [[-0.837757, -0.922343, -0.069984], [0.142348, 0.196156, 0.115416], [-0.026181, 1.226468, -1.025246], [-1.306532, 2.069125, -0.866533], [-0.219519, 0.523885, -2.252191], [1.581283, -0.305003, 0.189108], [2.057805, -0.683925, 1.538047], [-0.430293, -1.643867, -0.692021], [-1.182723, -1.332049, 0.784513], [-1.615340, -0.611286, -0.652104], [-0.197894, 0.611955, 1.080836], [0.809613, 1.906248, -1.154456], [-2.179558, 1.749142, -1.432229], [-1.642105, 2.260201, 0.145819], [-1.038993, 3.036453, -1.294497], [0.617323, 0.156067, -2.569139], [2.389452, 0.344237, -0.155063], [1.713770, -1.151654, -0.482646], [1.885569, -1.638107, 1.820990], [1.529136, -0.120602, 2.206483], [-0.539597, 2.436141, 1.890393], [-1.534908, 2.387877, 3.089780], [-1.076807, 1.836229, 2.443143], [2.818162, -1.783122, -2.149714], [2.158873, -1.009279, -3.406096], [2.038410, -1.326198, -2.479781], [0.138857, -1.041083, 3.815398], [-0.342882, 0.420218, 3.591166], [0.442337, -0.123629, 3.736196], [2.915872, 1.218061, 3.121479], [1.577596, 1.002918, 3.907412], [2.243552, 1.659369, 3.650439], [-3.082581, 0.632847, 2.239417], [-3.647185, -0.257240, 1.150955], [-2.922147, -0.206564, 1.796382], [-2.540959, -0.520278, -3.148409], [-2.099661, -1.919740, -2.650732], [-2.837725, -1.283997, -2.642390], [-2.123382, -1.606626, 2.785729], [-2.146245, -1.819961, 4.318880], [-1.616524, -1.972491, 3.528521], [1.293524, 3.950487, 1.628036], [1.646351, 2.819637, 2.558571], [1.176113, 2.990578, 1.698874], [1.947456, -3.651798, 0.589725], [0.475383, -4.066494, 0.830138], [1.035249, -3.359956, 0.484497], [1.248171, 0.605544, -4.761632], [2.639046, 1.075221, -4.235193], [2.139531, 0.305626, -4.558998], [0.454720, -2.074030, -2.495271], [-0.012910, -3.494696, -2.309248], [-0.369074, -2.600239, -2.355781], [-5.481043, -0.875791, -0.513788], [-4.010837, -0.941041, -1.183301], [-4.591449, -0.508879, -0.532923], [3.101848, 3.137586, -2.917901], [4.043081, 2.027901, -2.539028], [3.392376, 2.265792, -3.210050]], "atomic_forces_ev_per_a": [[0.651, -0.313, -1.746], [0.606, 1.179, 0.691], [-1.887, -0.593, -0.060], [0.436, 0.995, -0.349], [0.079, -0.257, -0.510], [1.175, -1.575, 0.992], [-0.457, 0.643, 0.027], [-0.018, -0.239, 0.396], [-0.014, 0.115, 0.351], [-0.447, 0.261, 0.212], [0.662, 0.088, -0.651], [0.367, -0.222, 0.626], [0.172, -0.546, -0.094], [0.209, -0.214, 0.202], [-0.328, 0.166, 0.014], [0.111, 0.195, 0.275], [-0.902, 0.900, -0.334], [-0.358, 0.004, 0.382], [-0.268, -0.112, -0.425], [0.465, -0.339, -0.179], [0.440, 0.076, 0.567], [0.195, 0.161, -0.139], [-0.909, 0.126, 0.452], [0.078, 0.058, -0.372], [0.546, 0.112, 0.166], [-0.287, -0.206, -0.496], [-0.269, 0.222, 0.063], [-0.087, -0.050, -0.239], [-0.438, -0.422, 0.563], [-0.077, -0.271, 0.128], [0.275, -0.311, 0.007], [0.717, 1.044, 0.234], [0.410, 0.018, 0.051], [-0.173, -0.287, -0.350], [-0.374, -0.063, -0.172], [0.088, -0.043, -0.008], [-0.023, 0.202, -0.199], [-0.033, -0.097, 0.426], [-0.272, 0.256, 0.422], [-0.079, -0.074, -0.151], [0.232, -0.305, -0.068], [-0.191, -0.184, -0.417], [-0.341, -0.872, -0.299], [0.408, 1.269, 0.124], [-0.095, -0.155, 0.077], [0.253, -0.031, 0.032], [-0.235, -0.054, -0.116], [0.077, 0.169, -0.180], [-0.133, 0.089, 0.086], [-0.235, -0.459, -0.187], [-0.214, -0.186, -0.031], [-0.269, -0.158, 0.036], [0.516, 0.068, 0.050], [0.297, -0.229, -0.387], [-0.598, -0.161, -0.328], [0.388, 0.411, 0.712], [-0.120, 0.037, -0.280], [0.079, -0.203, -0.157], [0.196, 0.369, 0.561]], "mulliken_charge": [0.2269, 2.2827, 0.1958, -1.3402, -0.4752, -0.2290, -0.5321, 0.2242, 0.3565, 0.0548, -1.0916, 0.3108, 0.3300, 0.2217, 0.4283, 0.1923, 0.2419, -0.2137, 0.3174, 0.0471, 0.1673, 0.2969, -0.6562, 0.2188, 0.2935, -0.5905, 0.3139, 0.2039, -0.6845, 0.3549, 0.4390, -0.8065, 0.2498, 0.3307, -0.5672, 0.2870, 0.3316, -0.7042, 0.3684, 0.3069, -0.6795, 0.2530, 0.3797, -0.5608, 0.2790, 0.2575, -0.5091, 0.3015, 0.4172, -0.7534, 0.4228, 0.2660, -0.7390, 0.2921, 0.3611, -0.6596, 0.3084, 0.3104, -0.6491]}